Entry 1:
Density functional theory data (ωB97M-V/def2-TZVPD) for an isolated ion of composition C6H12N3 and charge +1 in a non-equilibrium geometry.

Each line ends with the Löwdin charge.
Cartesian coordinates (Å):
C  -0.092  0.750  -0.365  0.03
C  1.131  1.111  -0.927  -0.05
C  2.417  0.685  -0.585  -0.08
C  4.093  -0.566  0.558  -0.05
C  -3.457  0.273  1.153  -0.01
C  -2.911  -0.720  -0.944  -0.04
N  -1.200  0.597  0.024  0.16
N  2.808  0.057  0.501  0.01
N  -2.347  -0.095  0.236  -0.22
H  2.180  0.166  1.265  0.15
H  0.915  1.624  -1.871  0.12
H  3.096  0.858  -1.362  0.13
H  4.768  -0.175  1.502  0.16
H  4.138  -1.579  0.694  0.05
H  4.773  -0.178  -0.181  0.09
H  -3.774  -0.619  1.459  0.04
H  -3.165  1.033  1.998  0.14
H  -4.182  0.777  0.453  0.10
H  -2.625  -1.819  -0.968  0.12
H  -4.000  -0.569  -0.823  0.09
H  -2.600  -0.252  -1.837  0.08

Results
E	-10876.448	eV
energy relative to the best compared isomer or geometry (same formula, charge and spin)	4.869	eV
strongest force on any atom	6.8	eV Å⁻¹
frontier orbital gap	8.7672	eV
LUMO energy	-3.8217	eV
HOMO level	-12.59	eV
SMILES	C/[NH+]=C/C=C=NN(C)C
net charge	+1



Entry 2:
Density functional theory data (ωB97M-V/def2-TZVPD) for C19H19IN2O3Ru as an isolated structure in a non-equilibrium geometry.

Each line ends with the Löwdin charge.
Cartesian coordinates (Å):
C  -2.529  -2.453  0.741  -0.20
C  -2.454  -1.680  1.925  -0.22
H  -3.419  -3.108  0.667  0.10
H  -1.565  -3.035  0.553  0.08
H  -2.419  -1.714  -0.089  0.04
H  -1.670  -0.854  1.725  0.05
H  -3.412  -1.157  2.144  0.10
H  -2.055  -2.177  2.825  0.07
C  0.090  0.500  -3.007  -0.09
C  0.125  1.014  -4.278  0.00
C  0.286  2.373  -4.508  0.02
C  0.391  3.230  -3.423  0.04
H  -0.085  -0.531  -2.704  0.13
H  0.037  0.313  -5.091  0.13
H  0.329  2.757  -5.529  0.14
H  0.512  4.290  -3.598  0.13
N  0.285  1.355  -1.980  -0.13
C  0.372  2.715  -2.126  -0.21
C  0.374  3.451  -0.875  -0.20
N  0.165  2.675  0.227  -0.12
C  0.055  3.143  1.485  -0.05
C  0.485  5.349  0.613  0.02
C  0.244  4.487  1.674  0.00
H  -0.176  2.383  2.235  0.14
H  0.187  4.859  2.682  0.13
C  0.526  4.825  -0.671  0.05
H  0.692  5.484  -1.503  0.13
H  0.631  6.418  0.782  0.14
Ru  -0.518  0.950  -0.282  1.06
I  -2.842  1.644  -1.058  0.35
O  2.114  -3.829  -0.716  0.21
C  1.625  -3.725  0.527  -0.18
C  1.213  -4.866  1.254  0.09
C  0.626  -4.744  2.514  0.01
C  0.576  -3.503  3.157  0.03
C  1.049  -2.383  2.487  0.04
C  1.488  -2.469  1.162  -0.03
C  1.361  -1.289  0.263  -0.50
O  1.835  -1.232  -0.906  0.04
O  0.671  -0.352  0.864  -0.20
H  2.189  -2.885  -1.068  0.12
H  1.285  -5.845  0.781  0.15
H  0.180  -5.605  3.014  0.14
H  0.115  -3.361  4.134  0.14
H  1.035  -1.415  2.979  0.14

Results
E	-39798.878	eV
energy relative to the best compared isomer or geometry (same formula, charge and spin)	0.000	eV
strongest force on any atom	4.8	eV Å⁻¹
frontier orbital gap (alpha / beta)	6.6515 / 5.6789	eV
LUMO energy (alpha / beta)	-7.3368 / -9.6395	eV
⟨S²⟩	6.048
multiplicity	5
HOMO level (alpha / beta)	-13.99 / -15.32	eV
net charge	+2



Entry 3:
Density functional theory data (ωB97M-V/def2-TZVPD) for C3H5FN4 in the gas phase in a non-equilibrium geometry.

Each line ends with the Löwdin charge.
Cartesian coordinates (Å):
C  1.262  0.476  -0.086  -0.25
C  0.609  1.649  0.166  0.02
C  -0.959  -0.003  -0.215  -0.49
H  0.224  -1.777  1.287  0.21
H  1.627  -2.156  -0.154  0.15
H  0.837  2.717  0.080  0.11
H  -1.665  2.008  0.036  0.18
H  -2.442  -1.568  -0.173  0.10
N  0.601  -1.759  0.086  -0.03
N  0.352  -0.575  -0.430  -0.15
N  -0.836  1.350  -0.144  0.04
N  -2.192  -0.446  -0.187  0.06
F  2.581  0.084  -0.264  0.05

Results
E	-11865.721	eV
energy relative to the best compared isomer or geometry (same formula, charge and spin)	3.794	eV
strongest force on any atom	6.8	eV Å⁻¹
frontier orbital gap	8.7508	eV
LUMO energy	0.6538	eV
HOMO level	-8.10	eV
SMILES	[H]/N=c1/[nH]cc(F)n1N



Entry 4:
Density functional theory data (ωB97M-V/def2-TZVPD) for a 3-piece molecular cluster, C3H2O3S overall in a non-equilibrium geometry.

Each line ends with the Löwdin charge.
Cartesian coordinates (Å):
C  -0.735  -1.983  -0.234  -0.53
C  -0.976  1.494  1.124  -0.48
C  1.011  0.035  -1.025  -0.18
O  -0.915  0.606  1.841  0.18
O  1.263  0.361  0.099  -0.01
O  -1.057  2.298  0.323  0.22
S  -0.317  -2.709  1.065  0.69
H  1.729  -0.095  -1.802  0.07
H  -0.003  -0.007  -1.393  0.04

Results
E	-20118.487	eV
energy relative to the best compared isomer or geometry (same formula, charge and spin)	3.007	eV
strongest force on any atom	2.7	eV Å⁻¹
frontier orbital gap	9.7871	eV
LUMO energy	-0.3983	eV
HOMO level	-10.19	eV



Entry 5:
Density functional theory data (ωB97M-V/def2-TZVPD) for C3H5IO in the gas phase in a non-equilibrium geometry.

Each line ends with the Löwdin charge.
Cartesian coordinates (Å):
C  -0.013  -0.593  0.628  -0.30
C  0.288  0.151  -0.609  -0.27
C  0.297  1.444  -0.964  -0.59
O  -0.028  -2.032  0.441  -0.12
I  -0.128  2.911  0.516  0.73
H  0.709  -0.290  1.422  0.12
H  -1.144  -0.415  1.011  0.16
H  0.406  -0.664  -1.257  0.09
H  0.506  1.861  -2.015  0.07
H  -0.893  -2.373  0.827  0.11

Results
E	-13338.308	eV
energy relative to the best compared isomer or geometry (same formula, charge and spin)	1.066	eV
strongest force on any atom	4.2	eV Å⁻¹
frontier orbital gap	9.6019	eV
LUMO energy	0.4826	eV
HOMO level	-9.12	eV
SMILES	OC/C=C\I